1.
23
Properties=species:S:1:pos:R:3:forces:R:3 method="wB97M-V/def2-TZVPD" lumo_ev=-1.733 total_energy_ev=-19616.9122 e_above_lowest_kcal_mol=42.2 charge=0 gap_ev=6.24 max_force_ev_per_a=4.629
C 3.520 -1.376 -2.127 -2.1 1.4 -0.8
C 3.296 -1.481 -0.753 3.1 -1.2 -1.0
C 2.605 -0.583 -2.926 3.2 -2.8 -1.9
C 2.285 -0.821 -0.202 -1.0 1.0 1.8
C 1.529 -0.024 -2.307 0.0 1.7 -2.1
C 0.589 0.667 -0.323 -1.3 0.5 -0.3
C -0.233 1.337 0.236 0.1 0.6 0.4
C -2.484 -0.632 1.500 -3.3 0.2 0.6
C -0.679 2.473 1.121 1.1 1.9 0.7
C -4.737 0.063 2.335 -0.6 -1.2 -0.8
N 1.465 -0.065 -0.988 0.2 -1.1 1.9
N -3.687 -0.674 1.632 1.4 0.3 0.4
O -1.784 2.574 1.657 0.8 -0.5 -0.6
O -1.361 -0.746 1.281 2.0 -0.5 -0.2
O 0.383 3.194 1.139 -2.0 -1.0 0.2
H 4.335 -1.885 -2.594 0.4 -0.1 -0.2
H 4.089 -1.967 -0.139 -1.1 0.2 -0.4
H 2.901 -0.597 -4.093 -1.4 0.5 2.9
H 2.130 -0.738 0.899 -0.1 -0.1 -1.2
H 0.822 0.689 -2.782 0.5 -0.9 0.3
H -5.423 -0.795 2.661 0.3 1.8 -0.6
H -4.433 0.621 3.226 0.3 -0.1 -0.3
H -5.129 0.765 1.548 -0.3 -0.7 1.2

2.
15
Properties=species:S:1:pos:R:3:forces:R:3 method="wB97M-V/def2-TZVPD" lumo_ev=-3.037 total_energy_ev=-19773.7334 e_above_lowest_kcal_mol=13.9 charge=+1 gap_ev=10.93 max_force_ev_per_a=5.585
C 1.380 -1.045 0.338 -3.0 2.4 -0.7
C 1.322 1.000 -0.385 0.3 1.6 -0.7
C 0.005 0.685 -0.184 2.4 -0.9 0.3
C -1.128 1.599 -0.458 -0.8 -5.4 -1.4
N 2.124 -0.045 -0.080 -0.5 -0.6 0.1
N 0.070 -0.643 0.295 -1.0 -0.4 0.3
Cl -2.234 -2.764 1.249 -1.1 -0.2 -0.5
H 1.747 -1.918 0.682 0.8 -2.9 0.9
H -3.366 -2.831 0.560 1.0 0.1 0.6
H 1.858 1.888 -0.721 -0.8 -0.1 0.0
H -0.712 2.370 -0.947 1.1 2.6 -2.5
H -1.434 2.016 0.400 -1.9 1.1 3.3
H -1.905 0.989 -1.029 0.7 1.4 0.7
H 3.105 -0.079 -0.292 0.3 -0.1 0.3
H -0.833 -1.221 0.574 2.5 1.1 -0.6

3.
40
Properties=species:S:1:pos:R:3:forces:R:3 method="wB97M-V/def2-TZVPD" lumo_ev="-16.071 / -17.332" total_energy_ev=-113384.0115 e_above_lowest_kcal_mol=0.0 spin_multiplicity=5 s_squared=6.06 charge=+4 gap_ev="4.94 / 3.93" max_force_ev_per_a=9.221
I 4.298 -1.970 -1.436 -0.1 1.4 0.6
I 3.977 0.536 -0.307 0.8 -1.4 -0.7
Co -1.331 0.574 -0.931 1.7 0.0 2.9
Sc 0.939 0.996 0.240 0.7 -0.1 -0.1
S 0.349 1.109 -2.149 1.4 -0.2 -0.5
C -1.966 -0.940 -1.565 -4.1 -7.3 -3.5
C -1.966 -0.789 1.158 -2.8 -2.6 3.9
C 0.349 0.308 -4.097 0.3 -0.4 -1.3
C 1.064 1.386 -4.904 -0.1 0.4 0.9
C -1.061 0.079 -4.615 -0.4 0.4 0.9
C 1.106 -0.997 -3.968 0.1 -0.4 0.8
C -1.625 1.610 0.528 -1.8 3.9 4.3
C -2.225 1.834 -1.670 -5.2 5.4 -5.4
O -2.538 -1.248 2.051 2.3 1.8 -3.4
O -2.501 -1.919 -1.893 2.4 4.0 1.4
O -2.185 2.258 1.325 2.2 -2.5 -3.0
O -2.749 2.639 -2.328 2.3 -3.1 2.9
H 1.060 1.120 -5.972 0.0 -0.1 0.4
H 2.099 1.518 -4.550 -0.3 0.0 -0.3
H 0.508 2.328 -4.788 0.3 -0.2 -0.2
H -0.994 -0.245 -5.667 0.1 0.1 0.4
H -1.642 1.010 -4.603 0.1 -0.2 -0.1
H -1.609 -0.693 -4.056 0.2 0.2 -0.3
H 1.163 -1.488 -4.951 0.0 0.3 0.2
H 0.594 -1.693 -3.290 -0.1 0.1 -0.3
H 2.122 -0.883 -3.563 -0.1 0.2 -0.3
O 0.947 1.399 2.268 0.1 -1.7 -0.3
C 0.891 0.109 2.507 -0.4 0.4 -0.5
O 0.934 -0.703 1.499 0.4 1.2 0.5
C 0.589 -0.337 3.888 0.1 0.2 -0.1
C 0.912 -1.593 4.448 0.5 0.7 -1.5
C 0.494 -1.873 5.771 -0.6 0.0 2.1
C -0.196 -0.916 6.535 0.1 -0.2 -0.4
C -0.444 0.340 5.970 -0.4 -0.3 1.8
C -0.055 0.630 4.656 0.9 0.1 -1.7
H 1.553 -2.297 3.890 -0.6 0.3 0.4
H 0.742 -2.826 6.260 -0.1 0.3 -0.5
H -0.523 -1.134 7.558 0.2 0.0 -0.4
H -0.901 1.142 6.547 -0.1 -0.2 0.1
H -0.177 1.620 4.204 -0.2 -0.3 0.5

4.
46
Properties=species:S:1:pos:R:3:forces:R:3 method="wB97M-V/def2-TZVPD" lumo_ev=0.721 total_energy_ev=-24075.5186 e_above_lowest_kcal_mol=344.0 charge=0 gap_ev=9.46 max_force_ev_per_a=16.389
O -0.291 -0.253 1.905 1.6 -1.2 -3.6
C -0.143 -0.912 0.791 -2.9 0.9 5.1
C 0.818 -0.931 -0.230 2.6 7.9 -3.4
C 1.907 0.394 0.237 -3.9 -10.3 6.8
C 2.903 0.423 -0.645 6.9 2.4 -2.2
C 3.998 -0.754 -0.763 -5.2 0.2 -6.7
C 4.913 -0.524 0.201 4.5 -0.1 8.6
C 4.820 0.929 0.692 5.2 2.8 3.1
C 3.901 1.631 -0.077 -3.9 3.0 -9.3
N -1.085 -1.769 0.506 -7.3 -3.8 1.2
C -1.425 -2.472 -0.795 -0.7 -1.7 0.3
C -2.484 -1.599 -1.525 0.0 2.3 0.1
N -3.089 -0.664 -0.505 4.9 4.2 -10.4
C -2.546 0.764 -0.842 -2.4 -1.9 6.5
O -1.945 1.165 -1.775 0.2 -0.6 -1.8
C -2.829 1.571 0.438 -1.5 3.2 0.4
C -2.989 3.295 0.238 -8.9 -13.5 -2.8
C -4.296 2.428 0.363 4.0 -0.7 3.5
C -3.616 -1.203 0.581 2.9 3.8 4.5
C -2.485 -1.782 1.446 1.6 -0.8 -0.8
H 0.261 -0.298 -1.222 1.6 -2.5 2.4
H 1.408 -1.786 -0.448 0.0 -0.7 -0.3
H 1.279 1.140 0.513 -1.4 2.6 0.6
H 2.239 -0.279 1.231 -0.6 2.5 -1.7
H 2.383 0.730 -1.489 0.2 0.5 -2.8
H 4.508 -0.561 -1.836 -1.5 -0.9 2.1
H 3.550 -1.760 -0.613 0.2 0.5 -1.0
H 4.697 -1.075 1.203 0.0 0.3 -1.6
H 5.934 -0.908 0.017 -0.3 0.7 -0.2
H 4.488 1.322 1.728 1.1 -2.2 -0.6
H 5.857 1.484 0.494 -1.8 -1.3 1.0
H 4.448 1.995 -1.197 -1.4 -0.7 2.9
H 3.236 2.588 0.153 1.8 -2.2 0.4
H -1.925 -3.593 -0.759 1.6 2.6 1.0
H -0.461 -2.575 -1.309 -0.7 0.0 -0.3
H -1.953 -0.907 -2.172 0.5 0.0 0.0
H -3.232 -1.919 -2.289 0.3 -1.1 1.2
H -2.422 1.103 1.439 -1.0 1.3 -2.1
H -2.569 3.732 0.866 5.8 7.2 10.2
H -2.805 3.410 -0.658 2.3 1.9 -8.6
H -4.839 1.989 -0.480 -0.2 1.1 0.4
H -4.674 2.536 1.452 -0.2 -0.6 -2.3
H -4.007 -0.297 1.023 -1.0 -0.4 1.2
H -4.308 -1.782 0.211 -4.1 -3.9 -0.7
H -2.780 -2.855 1.512 1.0 0.6 0.9
H -2.349 -1.170 2.390 0.2 -1.4 -1.2

5.
9
Properties=species:S:1:pos:R:3:forces:R:3 method="wB97M-V/def2-TZVPD" lumo_ev=4.535 total_energy_ev=-7724.0284 e_above_lowest_kcal_mol=36.5 charge=-1 gap_ev=7.55 max_force_ev_per_a=1.591
O -1.829 1.710 0.085 -0.2 0.2 -0.7
C -1.030 0.891 -0.386 0.5 -0.9 0.6
N -0.394 0.002 0.386 0.3 0.0 0.6
C 0.969 -0.759 0.071 0.0 1.2 -0.7
O 1.163 -0.822 -1.206 0.0 -0.5 -0.5
H -0.784 0.712 -1.446 -0.1 0.6 0.0
H -0.685 0.096 1.352 0.2 0.0 0.1
H 0.776 -1.735 0.608 0.5 0.4 0.1
H 1.815 -0.096 0.536 -1.2 -0.9 0.5

6.
61
Properties=species:S:1:pos:R:3:forces:R:3 method="wB97M-V/def2-TZVPD" lumo_ev=-11.607 total_energy_ev=-59412.4547 e_above_lowest_kcal_mol=11.9 charge=+3 gap_ev=5.93 max_force_ev_per_a=4.663
Ce -0.836 -0.471 0.153 0.7 4.2 -1.8
C 3.210 -0.185 -4.191 0.3 0.1 -0.2
N 2.054 -0.662 -3.436 -0.2 0.1 0.3
C 1.304 -1.762 -3.740 -0.1 -0.1 0.0
C 0.303 -1.817 -2.817 -0.1 -0.2 -0.1
N 0.434 -0.761 -1.952 -0.2 -0.1 0.4
C 1.510 -0.076 -2.349 0.1 0.3 0.0
P 2.147 1.475 -1.609 -0.3 -0.1 0.2
C 2.243 0.941 0.145 0.2 0.2 -0.2
N 1.230 0.560 0.933 -0.1 -0.3 0.0
C 1.771 0.324 2.173 0.0 -0.1 0.2
C 3.108 0.575 2.132 -0.1 0.0 0.1
N 3.391 0.964 0.852 -0.4 -0.1 -0.1
C 4.713 1.338 0.354 0.3 0.2 -0.1
C 0.536 2.334 -1.465 0.1 0.1 -0.2
N -0.624 1.842 -1.020 0.0 -0.4 0.3
C -1.537 2.859 -1.137 -0.1 0.0 0.0
C -0.927 3.961 -1.658 -0.1 0.0 0.0
N 0.377 3.617 -1.860 -0.1 -0.2 0.1
C 1.404 4.494 -2.421 0.2 0.2 -0.2
H 3.486 -0.931 -4.929 -0.1 0.0 0.0
H 4.059 -0.021 -3.531 0.0 -0.1 0.0
H 2.972 0.744 -4.706 -0.1 0.0 0.0
H 1.531 -2.412 -4.569 0.0 0.0 0.0
H -0.491 -2.540 -2.726 0.0 0.0 0.0
H 1.170 -0.019 3.000 0.1 0.0 0.0
H 3.863 0.505 2.897 0.0 0.0 0.0
H 5.460 1.053 1.088 0.0 0.0 0.0
H 4.778 2.412 0.189 -0.1 0.0 0.1
H 4.926 0.822 -0.579 0.0 -0.1 0.0
H -2.573 2.746 -0.867 0.0 0.1 0.0
H -1.314 4.938 -1.895 0.0 0.0 0.0
H 0.990 5.491 -2.536 0.0 0.0 0.0
H 1.721 4.135 -3.399 -0.1 0.0 0.0
H 2.266 4.548 -1.761 0.0 0.0 0.1
C -0.344 -4.351 2.735 0.1 0.2 -0.2
C -1.277 -3.224 2.328 -0.1 -0.3 0.1
C -2.744 -3.597 2.471 0.2 0.1 -0.2
O -0.988 -2.001 3.069 -0.2 -0.2 -0.2
C -0.943 -2.704 0.925 -0.1 -3.5 1.7
O 0.239 -2.317 0.706 -0.2 0.3 -0.2
O -1.866 -2.420 0.103 0.0 0.2 0.0
H -0.538 -4.629 3.772 0.0 0.0 0.0
H 0.697 -4.047 2.633 0.0 0.0 0.0
H -0.517 -5.229 2.113 0.0 0.0 0.0
H -2.944 -3.908 3.495 0.0 0.0 0.0
H -2.996 -4.420 1.802 0.0 0.0 0.0
H -3.385 -2.748 2.232 0.0 0.0 0.0
H -0.855 -2.249 3.994 0.1 0.1 0.1
N -2.001 0.610 2.182 -0.1 -0.1 -0.2
C -3.292 1.256 1.824 -0.2 -0.1 -0.3
C -4.119 0.310 0.967 0.1 0.2 0.3
N -3.400 -0.031 -0.291 0.3 -0.1 0.1
H -2.193 -0.187 2.792 0.1 0.0 0.1
H -1.462 1.257 2.755 0.2 0.0 -0.1
H -3.072 2.175 1.280 0.0 0.0 0.1
H -3.873 1.523 2.708 0.1 0.0 0.1
H -5.089 0.766 0.773 0.0 -0.1 -0.1
H -4.293 -0.615 1.519 -0.1 0.0 0.0
H -3.617 0.662 -1.004 0.1 0.0 0.0
H -3.782 -0.905 -0.649 0.0 0.0 -0.1

7.
46
Properties=species:S:1:pos:R:3:forces:R:3 method="wB97M-V/def2-TZVPD" lumo_ev=0.681 total_energy_ev=-30295.2888 e_above_lowest_kcal_mol=69.1 charge=0 gap_ev=9.10 max_force_ev_per_a=2.860
C 2.184 1.154 0.192 -1.2 0.7 0.5
C 0.834 1.034 -0.582 1.2 -0.5 0.2
C 0.075 2.377 -0.492 -1.2 1.3 1.5
O 0.947 3.500 -0.531 0.5 0.6 -0.4
C -0.677 2.467 0.842 0.3 -1.9 0.2
O -1.296 3.553 1.392 -0.5 0.3 0.2
C -1.947 3.117 2.544 0.7 -2.6 -0.1
C -1.709 1.766 2.714 0.1 1.8 -0.9
C -0.846 1.383 1.637 -0.4 -0.6 -0.2
C -0.379 -0.055 1.389 -0.6 1.3 -1.5
C -1.414 -0.970 1.998 -0.7 0.4 1.1
C -1.628 -0.559 3.485 -0.2 -1.4 0.0
C -2.345 0.773 3.606 -1.1 -0.7 -0.3
C -0.039 -0.222 -0.143 0.2 -0.8 -0.1
C 0.618 -1.638 -0.430 0.0 0.3 0.8
C 0.258 -2.044 -1.871 1.1 0.9 -0.4
C 1.479 -2.107 -2.804 0.5 -0.8 -0.7
C 1.978 -1.153 -3.778 0.7 -1.3 0.1
C 3.109 -1.750 -4.327 -2.0 1.9 0.7
O 3.376 -2.951 -3.796 -1.4 -0.4 0.8
C 2.326 -3.191 -2.904 -0.5 0.5 0.8
O -0.661 -1.032 -2.312 1.1 1.1 -0.6
C -1.174 -0.350 -1.187 -1.0 -0.3 -0.1
O -2.258 -1.193 -0.835 -0.3 0.2 1.4
H 1.932 1.706 1.117 0.6 -0.1 -0.3
H 2.564 0.190 0.486 0.2 -0.4 -0.1
H 2.931 1.713 -0.390 -0.3 -0.2 0.3
H 1.152 0.892 -1.615 -0.5 0.0 -0.3
H -0.632 2.449 -1.324 0.0 0.1 0.0
H 0.530 4.289 -0.119 0.2 -1.0 -0.4
H -2.601 3.680 3.196 0.3 0.9 -0.7
H 0.549 -0.159 1.926 0.6 -0.3 0.2
H -1.135 -1.999 1.977 0.4 -0.8 -0.1
H -2.366 -0.906 1.471 0.0 0.1 -0.1
H -0.651 -0.518 3.957 0.3 0.2 0.1
H -2.160 -1.370 4.061 0.2 0.8 -0.7
H -3.408 0.602 3.250 1.0 0.3 0.5
H -2.355 1.082 4.637 -0.2 0.3 0.4
H 0.187 -2.390 0.241 -0.2 0.4 0.0
H 1.683 -1.669 -0.204 0.1 0.2 -0.3
H -0.244 -3.008 -1.901 -0.1 -0.1 0.1
H 1.485 -0.226 -4.052 0.4 -0.2 0.0
H 3.707 -1.310 -5.092 0.7 -0.4 -0.3
H 2.238 -4.125 -2.308 0.7 0.7 -0.9
H -1.589 0.639 -1.439 0.3 -0.4 -0.5
H -2.629 -1.470 -1.679 0.0 0.0 0.0

8.
27
Properties=species:S:1:pos:R:3:forces:R:3 method="wB97M-V/def2-TZVPD" lumo_ev="-4.031 / -7.349" total_energy_ev=-12667.5611 e_above_lowest_kcal_mol=37.3 spin_multiplicity=2 s_squared=0.77 charge=+1 gap_ev="9.37 / 6.05" max_force_ev_per_a=4.134
C -2.377 -0.528 2.873 1.1 2.0 -0.4
C -1.805 0.841 2.314 -0.3 -0.5 0.7
C -1.428 -1.612 2.262 -1.9 -1.2 3.2
H -3.440 -0.594 2.600 0.4 -0.5 -0.1
H -2.371 -0.401 3.994 0.2 -0.7 -1.2
H -2.382 1.322 1.537 -1.1 0.5 0.5
H -1.619 1.441 3.227 0.2 0.4 -1.2
H -0.605 -1.234 1.698 0.2 0.2 -0.7
H -0.935 0.647 1.687 0.7 0.1 0.8
H -2.127 -2.291 1.789 0.6 -0.5 -0.8
H -0.987 -2.175 3.126 -0.2 0.2 -0.9
C 2.172 -1.871 -1.097 0.2 0.4 0.0
C 0.194 -0.363 -1.239 -2.4 3.3 0.0
C 1.556 -0.559 -1.482 -0.2 -1.8 0.3
C -0.344 0.932 -1.535 1.6 -2.5 0.0
C 2.300 0.346 -2.296 0.5 -0.1 0.4
C 0.578 1.919 -2.004 -0.7 0.2 0.7
C 1.844 1.582 -2.582 -0.9 -0.5 0.0
O 0.241 3.157 -1.721 0.7 0.0 -0.9
H -0.565 -0.994 -0.731 1.3 -0.2 -0.5
H -1.395 1.147 -1.423 0.0 0.3 0.3
H 1.928 -2.574 -1.894 0.1 -0.2 -0.2
H 1.749 -2.295 -0.183 0.1 0.2 -0.1
H 3.280 -0.006 -2.591 0.0 0.2 -0.3
H 2.288 2.234 -3.306 0.5 0.5 0.1
H 0.988 3.728 -1.991 -0.5 0.3 0.2
H 3.262 -1.798 -1.034 -0.2 -0.1 0.1